[1]
Density functional theory data (wB97M-V/def2-TZVPD) for one molecule with the formula C4H7NO2 at a distorted geometry.

```
! RIJCOSX wB97M-V def2-TZVPD def2/J DEFGRID3
* xyz 0 1
C 0.69 -0.57 -1.85
C 0.34 0.25 -0.62
O 1.38 0.42 0.30
O -0.79 -0.35 -0.03
C -1.28 0.37 1.07
C -0.62 0.01 2.35
N -0.16 -0.26 3.37
H 1.62 -0.21 -2.29
H -0.13 -0.47 -2.56
H 0.81 -1.63 -1.60
H 0.09 1.28 -0.92
H 1.58 -0.43 0.71
H -2.35 0.13 1.16
H -1.17 1.45 0.91
*
```

Computed properties:
Kohn-Sham gap ... 0.435 hartree
HOMO level ... -0.405 Eh
SMILES string ... C[C@H](O)OCC#N


[2]
Density functional theory data (wB97M-V/def2-TZVPD) for one molecule with the formula C4H7NO2 at a distorted geometry.

```
! RIJCOSX wB97M-V def2-TZVPD def2/J DEFGRID3
* xyz 0 1
N -0.49 1.38 1.20
C -1.34 0.93 0.22
C -1.22 -0.25 -0.40
C -0.09 -1.20 -0.09
C 1.22 -0.49 -0.28
O 1.86 0.05 0.60
O 1.79 -0.77 -1.47
H 0.38 0.89 1.43
H -0.49 2.38 1.38
H -2.16 1.59 -0.03
H -1.87 -0.49 -1.22
H -0.14 -2.06 -0.76
H -0.16 -1.53 0.95
H 2.70 -0.42 -1.51
*
```

Computed properties:
Kohn-Sham gap ... 0.321 hartree
HOMO level ... -0.293 Eh
SMILES string ... N/C=C\CC(=O)O


For each record above, in turn, the calculated LUMO energy values are 0.81 0.75 eV.
For each record above, in turn, the calculated total energy values are -361.82584 -361.85121 hartree.
For each record above, in turn, the calculated energy above the lowest of the compared OMol25 structures with the same formula, charge and spin values are 1.4972 0.8068 eV.